82
Properties=species:S:1:pos:R:3:forces:R:3:mulliken_charge:R:1 method="wB97M-V/def2-TZVPD" total_energy_ha=-4839.8011 charge=+1
Al 0.324479 -0.391613 0.124975 0.1 0.1 0.1 -2.473
C 2.403472 3.885773 5.208180 0.0 -0.1 0.0 -1.578
C 1.611065 3.118984 4.185496 0.0 0.1 0.0 0.182
C 0.337937 2.623677 4.468020 0.0 0.0 0.0 -1.143
C -0.351584 1.872887 3.542660 0.1 0.0 -0.1 0.119
C 0.164440 1.605458 2.263343 0.0 -0.1 -0.1 -0.337
N -0.531248 0.805922 1.353093 0.0 0.0 0.0 1.347
C -1.908736 1.022029 1.254357 0.0 0.1 0.0 -0.283
C -2.464477 2.309413 1.309937 0.1 -0.1 0.1 -0.361
C -3.824622 2.528236 1.224937 0.0 0.0 0.0 -1.253
C -4.712866 1.472324 1.032971 0.0 0.0 0.0 0.531
C -6.201923 1.676025 0.951740 0.1 -0.1 -0.1 -1.577
C -4.177674 0.200405 0.919804 0.1 -0.1 -0.1 -0.903
C -2.809217 -0.029325 1.039025 -0.1 0.4 0.1 0.427
N -2.348421 -1.372794 1.016261 -0.1 -0.1 0.3 0.647
C -3.021233 -2.458819 1.442979 0.2 -0.2 0.0 -0.221
C -2.212800 -3.558669 1.245886 -0.1 0.0 0.0 -2.062
C -1.043301 -3.048688 0.692345 -0.1 0.0 0.1 -0.586
N -1.129642 -1.723819 0.562291 0.2 -0.2 0.0 0.589
C 1.424054 2.143021 1.969531 -0.3 0.0 0.4 0.114
C 2.136401 2.859099 2.934429 0.1 -0.1 -0.1 -0.820
N 1.987442 2.035028 0.666176 0.1 0.3 -0.1 0.951
C 2.876141 2.888956 0.119397 0.1 -0.1 -0.2 -0.389
C 3.168230 2.446568 -1.152941 0.0 0.1 0.1 -1.503
C 2.393790 1.304260 -1.315200 0.0 0.1 0.0 -0.278
N 1.675173 1.067362 -0.216143 0.2 -0.3 -0.2 1.256
H 1.746791 4.402821 5.905945 0.0 0.0 0.0 0.408
H 3.053375 4.620647 4.734467 0.0 0.0 0.0 0.385
H 3.035654 3.208815 5.787071 0.0 0.0 0.0 0.283
H -0.110881 2.812968 5.435849 0.0 0.0 0.0 0.430
H -1.325607 1.473612 3.790962 0.0 0.0 0.0 0.594
H -1.793574 3.148591 1.435223 0.0 0.0 0.1 0.726
H -4.199579 3.542011 1.300811 0.0 0.0 0.0 0.359
H -6.462254 2.727619 1.053114 0.0 0.0 0.0 0.390
H -6.703884 1.114463 1.740831 -0.1 0.1 0.0 0.325
H -6.592508 1.318119 -0.002249 0.0 0.0 0.0 0.347
H -4.844814 -0.633551 0.735984 0.0 0.0 0.0 0.618
H -4.003942 -2.384673 1.872925 0.0 0.1 0.0 0.584
H -2.441277 -4.583687 1.478593 0.0 0.0 0.0 0.567
H -0.157374 -3.574088 0.383332 0.1 0.1 0.0 1.026
H 3.131684 3.221785 2.708265 0.0 0.0 0.0 0.503
H 3.233282 3.756984 0.642441 -0.1 0.0 0.1 0.499
H 3.844074 2.905782 -1.851957 0.0 0.0 0.0 0.517
H 2.353231 0.621619 -2.145847 0.0 0.0 0.1 0.363
N -0.051502 0.668424 -3.320798 0.2 -0.3 0.1 -0.059
C -0.840804 0.972104 -2.303452 -0.1 0.0 0.1 0.509
O -0.797785 0.359236 -1.221164 -0.3 0.2 -0.4 0.099
C -1.802584 2.108363 -2.449053 0.1 0.1 0.1 -1.302
I -0.867918 3.830314 -1.566918 0.0 -0.1 -0.2 0.047
H 0.618662 -0.090588 -3.174076 -0.2 0.0 -0.1 -0.049
H -0.064038 1.177311 -4.188170 -0.1 0.0 0.0 0.246
H -2.701364 1.921726 -1.869463 0.0 0.0 0.0 0.224
H -2.028770 2.352293 -3.481555 0.0 0.0 0.0 0.794
C 0.517346 -3.351071 -4.394114 -0.1 -0.1 0.2 -1.276
Si -0.184321 -3.311032 -2.646158 -0.1 0.3 0.1 1.000
C -0.287442 -5.043826 -1.901795 0.2 0.2 -0.2 -1.228
C -1.932999 -2.579229 -2.620205 0.2 -0.1 0.0 -0.655
Se 1.356183 -2.015869 -1.475901 -0.1 0.0 -0.2 -0.385
H 0.034441 -4.122701 -4.997716 0.0 0.0 0.0 0.404
H 1.585788 -3.569300 -4.358070 0.0 0.0 0.0 0.343
H 0.390535 -2.396659 -4.908638 0.0 0.0 0.1 0.302
H -0.529454 -5.764276 -2.686724 0.0 0.0 0.0 0.423
H -1.069156 -5.102112 -1.144248 0.0 0.0 0.0 0.316
H 0.657909 -5.350851 -1.451876 0.0 0.0 0.0 0.328
H -2.663472 -3.379451 -2.760781 0.0 0.0 0.0 0.468
H -2.090748 -1.849697 -3.414859 0.0 0.1 0.0 0.355
H -2.147494 -2.097558 -1.665279 0.0 0.0 -0.1 -0.178
C 3.914868 -0.874960 0.770600 -0.2 0.0 0.0 -1.034
C 3.015177 -0.741804 1.986174 0.3 0.1 -0.1 -0.540
O 1.598431 -0.930844 1.714010 -0.1 -0.3 0.0 1.000
C 0.949372 -1.487569 2.881607 -0.1 -0.2 0.2 -0.456
C 1.301431 -2.954522 3.104581 0.1 0.2 -0.1 -1.528
H 4.891795 -1.235906 1.090299 0.0 0.0 0.0 0.494
H 4.063177 0.066477 0.247452 0.0 0.0 0.0 0.156
H 3.499692 -1.600429 0.073037 0.1 0.0 0.0 0.105
H 3.125145 0.233236 2.468155 0.0 0.0 0.0 0.095
H 3.302237 -1.502596 2.708013 -0.1 0.0 0.0 0.787
H -0.116405 -1.373563 2.720237 0.0 0.1 0.0 0.220
H 1.209721 -0.876563 3.750109 0.0 0.1 -0.1 0.498
H 1.435293 -3.451264 2.143001 0.0 0.0 0.0 0.249
H 0.498110 -3.453644 3.644966 0.0 0.0 0.0 0.404
H 2.217929 -3.079121 3.679549 0.0 0.0 0.0 0.504

***

73
Properties=species:S:1:pos:R:3:forces:R:3:mulliken_charge:R:1 method="wB97M-V/def2-TZVPD" total_energy_ha=-11552.4837 charge=-1
O 1.662329 1.184551 2.206739 -0.8 -0.9 0.4 -0.756
C 2.379172 0.603540 1.376845 2.1 1.7 -1.3 0.037
O 3.343063 1.170982 0.746443 -1.2 -1.4 0.4 -0.764
C 2.188855 -0.937057 1.049170 0.0 -0.1 0.5 0.721
C 3.608196 -1.601554 1.082868 -0.1 -0.3 -0.4 -0.399
C 3.625278 -3.181114 1.171438 -0.6 0.1 0.0 0.548
C 2.637217 -3.738457 2.273565 -0.4 1.2 -1.1 -1.418
I 3.170005 -5.705714 3.043725 0.0 0.8 0.4 -0.081
N 1.611858 -1.149313 -0.297663 0.3 0.9 -0.1 -0.491
I -0.158967 -0.084023 -0.481864 0.5 -0.8 -0.3 0.099
H 1.466392 -1.334065 1.809813 0.7 0.1 -0.2 0.198
H 4.191715 -1.095821 1.884007 -0.5 -0.5 -0.5 0.175
H 4.116824 -1.337458 0.120067 -0.5 0.0 0.9 -0.089
H 4.668132 -3.574963 1.278024 -0.9 0.4 0.1 0.435
H 3.237985 -3.565158 0.192312 0.5 0.2 0.8 -0.236
H 1.637887 -3.829591 1.771095 0.8 -0.3 0.7 0.408
H 2.487743 -2.994495 3.090817 0.4 -1.0 -0.3 0.601
H 1.440776 -2.131270 -0.492475 -0.3 0.4 0.4 0.053
C -3.588250 2.155875 0.402514 -0.1 0.1 0.4 -0.244
Cl -2.098642 1.957966 1.322089 -0.2 0.2 0.1 -0.119
Cl -3.332209 1.817758 -1.317934 -0.1 0.0 -0.1 -0.181
H -4.335315 1.467894 0.788040 0.1 0.0 -0.1 0.294
H -3.937340 3.178998 0.511431 0.1 0.0 -0.1 0.239
C -0.934655 4.348852 4.372895 0.2 -0.2 -0.2 -0.142
Cl -2.540277 4.788287 3.768913 0.0 0.0 0.0 -0.170
Cl -0.799971 4.645027 6.111892 0.0 0.0 0.0 -0.175
H -0.762061 3.293662 4.179997 -0.1 0.1 0.0 0.195
H -0.189413 4.944801 3.855518 -0.1 0.0 0.1 0.283
C 3.972234 -3.041637 -3.105406 -0.1 0.3 -0.1 -0.125
Cl 4.735573 -4.237489 -2.051331 0.0 -0.3 -0.1 -0.155
Cl 4.510079 -1.412868 -2.695664 0.0 -0.2 -0.1 -0.111
H 4.233958 -3.254400 -4.138064 0.1 0.0 0.1 0.373
H 2.894588 -3.100412 -2.977012 0.1 0.0 0.1 0.024
C -4.896917 4.196562 -3.933979 0.0 0.0 0.2 -0.105
Cl -4.585372 4.887778 -5.534265 0.1 0.0 0.0 -0.199
Cl -6.553229 3.595455 -3.804970 0.2 0.2 0.0 -0.107
H -4.209326 3.373050 -3.766580 -0.1 0.0 -0.1 0.108
H -4.741460 4.965216 -3.182654 -0.1 0.0 -0.1 0.273
C 5.579343 -3.457448 5.007071 -0.1 -0.1 0.1 -0.123
Cl 5.111651 -2.214793 3.853077 0.1 -0.1 0.3 -0.068
Cl 7.294327 -3.330753 5.430212 0.2 -0.2 0.0 -0.190
H 4.985503 -3.341176 5.909998 0.1 0.1 0.0 0.286
H 5.394651 -4.433493 4.568228 0.1 0.1 0.0 0.063
C -3.759904 8.597802 -5.648979 -0.1 -0.1 0.1 0.189
Cl -4.116717 9.300750 -7.232317 -0.1 0.0 0.0 -0.163
Cl -2.140677 9.044045 -5.098775 0.0 0.0 0.1 -0.154
H -4.488570 8.961297 -4.930321 0.1 0.1 -0.1 0.257
H -3.821251 7.515152 -5.722262 0.1 0.1 -0.1 -0.121
C 3.009431 1.894866 -4.786535 0.0 0.2 0.3 -0.330
Cl 3.157586 1.570707 -3.061314 -0.1 0.3 0.0 -0.029
Cl 2.902303 0.394538 -5.726285 0.0 0.0 -0.2 -0.178
H 2.110527 2.479908 -4.959158 0.0 -0.2 0.0 0.261
H 3.881372 2.452294 -5.117034 0.0 -0.2 0.0 0.277
C -8.807935 0.383717 -3.081882 -0.1 0.0 0.0 -0.259
Cl -9.313246 1.640002 -4.222147 -0.1 0.0 0.0 -0.178
Cl -7.080850 0.498475 -2.727814 0.0 -0.3 0.2 -0.088
H -9.365804 0.501135 -2.157719 0.1 0.1 -0.1 0.316
H -9.013995 -0.588527 -3.515294 0.1 0.1 -0.1 0.219
C 6.765435 -0.110447 8.138693 0.1 0.2 0.0 -0.260
Cl 5.699619 0.789386 7.056954 0.1 0.0 0.0 -0.128
Cl 6.258366 -1.797703 8.285817 0.0 0.0 0.3 -0.144
H 7.776052 -0.081908 7.741269 -0.1 -0.1 -0.1 0.240
H 6.740668 0.350515 9.121887 -0.1 -0.1 -0.1 0.295
C -7.454976 -3.025531 -1.094306 0.3 0.0 0.0 -0.162
Cl -9.065389 -2.607622 -1.698035 0.0 -0.2 0.0 -0.163
Cl -7.320578 -2.722853 0.640160 0.1 0.0 0.0 -0.148
H -7.271998 -4.079071 -1.283575 -0.1 0.1 0.1 0.290
H -6.717707 -2.421303 -1.615795 -0.1 0.1 0.1 0.185
C 0.458088 -5.556189 -0.518194 0.0 -0.3 0.0 -0.389
Cl 0.585361 -4.015938 -1.368309 -0.2 -0.2 -0.2 -0.125
Cl 2.032066 -6.138620 0.038153 -0.4 -0.1 -0.6 -0.124
H -0.193805 -5.430408 0.342228 0.1 0.1 0.0 0.284
H 0.034598 -6.290203 -1.198051 0.1 0.1 0.0 0.365

***

88
Properties=species:S:1:pos:R:3:forces:R:3:mulliken_charge:R:1 method="wB97M-V/def2-TZVPD" multiplicity=5 total_energy_ha=-3838.7728 s_squared=6.499 charge=+1
Mn -0.438593 -0.205549 0.873305 0.4 0.9 -0.3 0.533
B -2.689944 -1.493651 -0.557892 0.0 0.1 0.0 0.671
N -3.154423 -0.115076 -0.011877 0.0 -0.1 -0.1 -0.165
C -4.365713 0.433489 0.059082 0.0 0.0 0.0 -0.315
C -4.289375 1.603237 0.801337 0.0 0.0 0.0 -1.311
C -2.954883 1.698346 1.160600 0.0 0.1 -0.1 -0.294
N -2.271473 0.663936 0.654339 -0.1 -0.1 0.1 0.516
N -2.031965 -3.799511 0.485830 -0.1 0.1 0.0 0.292
C -1.345614 -4.637401 1.415266 0.0 0.1 0.0 -0.847
C -0.124277 -4.430641 1.913235 0.1 -0.1 0.1 -1.008
C 0.724484 -3.292073 1.514706 0.1 0.0 -0.1 0.003
N -0.037882 -2.200833 1.021559 -0.2 0.1 0.0 0.621
H -1.581937 -1.317870 -1.086713 0.0 0.0 0.0 -0.048
H -3.507473 -1.924409 -1.325427 0.0 0.0 0.0 -0.172
H -5.200767 -0.041045 -0.426432 0.0 0.0 0.0 0.547
H -5.081970 2.290392 1.031419 0.0 0.0 0.0 0.481
H -2.448245 2.460793 1.725597 0.0 0.0 0.0 0.277
H -1.877312 -5.543676 1.684210 0.0 0.0 0.0 0.478
H 0.284516 -5.149237 2.610003 0.0 0.0 0.0 0.463
H 1.644680 -3.077550 2.048882 0.0 0.0 0.0 0.534
C 7.302834 -3.004317 3.444768 0.0 0.0 0.0 -1.538
C 6.302065 -2.231327 2.636207 0.0 0.0 0.0 0.950
C 5.069249 -1.870082 3.180825 0.0 0.0 0.0 -1.031
C 4.139735 -1.169202 2.435440 0.0 0.0 0.0 -0.445
C 4.436092 -0.840903 1.118273 0.1 0.0 0.1 0.112
C 5.659185 -1.175114 0.557755 0.0 -0.1 0.0 -0.290
C 6.584546 -1.865710 1.323955 0.0 0.0 0.0 -0.871
S 3.286268 0.091181 0.169937 0.0 -0.1 -0.1 1.281
O 3.770863 0.208935 -1.171554 0.0 0.1 0.0 -0.712
O 2.938226 1.264507 0.918681 0.0 0.1 0.1 -0.574
N 1.884651 -0.840994 0.194932 0.0 0.1 0.2 0.168
C 1.908025 -2.039791 -0.313513 0.0 -0.3 -0.2 1.196
C 2.980499 -2.655169 -1.031455 0.0 0.0 0.0 -0.962
C 2.769777 -3.847160 -1.631891 0.0 -0.1 -0.1 -0.916
C 1.495769 -4.489368 -1.681791 0.0 0.1 0.0 -1.184
C 0.407981 -4.020090 -1.020469 0.0 0.0 0.0 -0.256
C -0.893394 -4.518108 -1.444086 0.1 0.1 0.0 -0.746
C -2.045129 -4.247999 -0.832061 0.0 -0.1 0.0 -0.922
C -2.411525 -2.437454 0.770647 0.1 0.1 0.2 -0.423
N -1.277965 -1.843722 1.479754 -0.1 -0.8 0.2 -0.850
C 0.704460 -2.929824 -0.028659 0.0 0.0 0.1 2.032
H 7.093278 -2.932697 4.510254 0.0 0.0 0.0 0.367
H 8.313992 -2.640541 3.268881 0.0 0.0 0.0 0.402
H 7.281492 -4.060031 3.170087 0.0 0.0 0.0 0.304
H 4.848747 -2.125481 4.208996 0.0 0.0 0.0 0.368
H 3.202796 -0.858443 2.880867 0.0 0.0 0.0 0.474
H 5.881350 -0.887519 -0.460203 0.0 0.0 0.0 0.600
H 7.544951 -2.119721 0.895031 0.0 0.0 0.0 0.411
H 3.910539 -2.133148 -1.182406 -0.1 0.0 0.0 0.431
H 3.580142 -4.288886 -2.197522 0.0 0.0 0.0 0.447
H 1.369030 -5.321302 -2.360413 0.0 0.0 0.0 0.508
H -0.898843 -5.016511 -2.403941 0.0 0.0 0.0 0.464
H -3.003402 -4.353610 -1.325384 0.0 -0.1 0.0 0.513
H -3.225475 -2.380044 1.503726 0.0 0.0 -0.1 0.167
C 2.996430 6.891258 -0.550985 0.0 0.0 0.0 -0.458
C 1.981282 6.670022 -1.468382 0.0 0.0 0.0 -0.614
C 1.287195 5.466900 -1.464378 0.0 0.0 -0.1 -0.410
C 1.605241 4.482400 -0.535537 0.2 0.0 0.1 0.223
C 2.636579 4.703046 0.375743 0.0 0.0 0.0 -0.364
C 3.325930 5.906313 0.369815 0.0 0.0 0.0 -0.753
Sb 0.593412 2.622775 -0.500441 -0.2 -0.1 0.1 1.026
C -1.296381 3.321427 -1.187616 -0.2 0.1 -0.1 0.371
C -2.018266 2.453269 -2.005995 0.0 -0.1 0.0 -0.635
C -3.275008 2.798516 -2.483538 0.0 0.0 0.0 -0.627
C -3.826136 4.025284 -2.150125 0.0 0.0 0.0 -0.545
C -3.113113 4.908739 -1.351447 0.0 0.0 0.0 -0.815
C -1.855525 4.560608 -0.881606 0.0 0.0 0.0 -0.038
C 0.186494 2.687788 1.634552 0.0 0.1 0.1 0.620
C 0.382749 1.571086 2.452569 0.1 -0.1 -0.1 0.468
C -0.020830 1.541039 3.785457 -0.1 0.1 0.0 -0.703
C -0.610414 2.664708 4.339974 0.0 0.0 0.0 -0.772
C -0.757513 3.808859 3.565010 0.0 0.0 0.0 -0.631
C -0.368851 3.817954 2.233029 0.0 0.0 0.0 -0.588
H 3.533236 7.830178 -0.553445 0.0 0.0 0.0 0.388
H 1.727194 7.433467 -2.191317 0.0 0.0 0.0 0.402
H 0.495794 5.310562 -2.187090 0.0 0.0 0.0 0.505
H 2.906461 3.938789 1.095357 0.0 0.0 0.0 0.409
H 4.122560 6.073367 1.082454 0.0 0.0 0.0 0.406
H -1.605087 1.485191 -2.274065 0.0 0.0 0.0 0.325
H -3.819722 2.111859 -3.117460 0.0 0.0 0.0 0.479
H -4.804478 4.299467 -2.521907 0.0 0.0 0.0 0.419
H -3.531069 5.875668 -1.105150 0.0 0.0 0.0 0.446
H -1.303936 5.281099 -0.292796 0.0 0.0 0.1 0.368
H 1.032237 0.756070 2.104975 0.1 0.1 0.0 -0.301
H 0.145364 0.656634 4.386769 0.0 0.0 0.0 0.546
H -0.925483 2.661834 5.374053 0.0 0.0 0.0 0.419
H -1.182314 4.702203 4.003700 0.0 0.0 0.0 0.447
H -0.493178 4.725792 1.658723 0.0 0.0 0.0 0.249